Below is C32H56As3BaClF4N3O6S2 as an isolated structure, with properties calculated with ωB97M-V/def2-TZVPD.

XYZ file:
```
108
Properties=species:S:1:pos:R:3:forces:R:3:mulliken_charge:R:1
Ba -0.973187 0.904545 0.093462 -0.09 -0.18 -0.64 0.048
C 4.069535 0.965868 -2.867755 -0.01 0.00 0.02 -1.512
C 2.838392 1.042155 -1.958769 0.00 -0.04 -0.02 0.462
N 1.977592 2.194059 -2.139040 0.00 0.01 0.02 1.369
C 2.591135 3.455108 -1.755186 -0.01 0.01 0.03 -0.907
C 1.569939 4.460037 -1.241659 0.01 0.00 0.00 -0.931
C 1.242173 2.222554 -3.394092 -0.03 -0.02 -0.05 -1.074
C -0.135821 1.566229 -3.257353 0.11 0.02 0.08 -0.139
N -0.908079 2.234042 -2.239539 -0.16 -0.14 0.06 0.819
C -1.664384 3.290236 -2.484862 -0.08 0.15 0.16 -0.241
C -2.133260 4.026184 -1.352694 0.06 -0.05 -0.04 0.056
F -1.684357 3.612771 -0.126646 -0.14 0.06 0.08 0.195
C -2.956366 5.112403 -1.408380 0.00 0.01 -0.01 -0.008
F -3.327296 5.707909 -0.249551 0.00 0.00 0.00 -0.300
C -3.408495 5.626115 -2.615480 -0.01 0.00 0.00 -0.829
C -2.953052 4.967424 -3.742946 0.01 0.00 0.02 0.195
F -3.342542 5.414663 -4.958152 -0.01 0.01 -0.01 -0.365
C -2.125726 3.866819 -3.700991 0.13 -0.03 -0.06 0.380
F -1.749909 3.323605 -4.891064 -0.01 0.00 0.00 -0.376
H 3.798422 0.936167 -3.925284 0.01 0.00 0.01 0.350
H 4.647456 0.065258 -2.644884 0.00 0.00 -0.01 0.436
H 4.720673 1.827508 -2.709396 0.00 0.00 0.00 0.385
H 3.160407 1.032247 -0.915366 0.00 0.00 0.03 0.252
H 2.227692 0.144632 -2.099775 0.02 0.04 0.01 -1.191
H 3.165555 3.900573 -2.587112 0.00 0.00 0.00 0.276
H 3.301098 3.243180 -0.953002 0.01 0.00 0.00 0.573
H 0.812866 4.695781 -1.992223 0.01 -0.01 -0.01 0.266
H 2.068666 5.389668 -0.957156 -0.01 0.00 0.00 0.495
H 1.059207 4.055249 -0.367402 0.00 0.01 0.00 -0.040
H 1.807536 1.747897 -4.213315 -0.02 0.00 0.02 0.338
H 1.088381 3.263560 -3.689135 0.00 0.01 -0.01 0.509
H 0.027403 0.531923 -2.919607 -0.02 0.01 -0.03 -0.737
H -0.612363 1.491660 -4.238665 -0.01 0.04 -0.01 0.535
H -4.071533 6.474190 -2.673847 0.00 0.00 0.00 0.488
O -3.609448 1.337135 -0.043917 0.29 -0.06 0.10 -0.390
N -4.504159 0.439750 0.284285 -0.08 0.09 0.09 0.191
C -5.570994 0.878532 0.993566 -0.02 0.07 -0.04 -0.210
C -6.584555 0.053739 1.394280 0.00 0.04 0.01 -0.873
C -6.502675 -1.294325 1.049607 -0.01 -0.05 -0.02 -0.166
C -5.417678 -1.729297 0.334554 0.09 -0.20 -0.12 -0.820
C -4.364752 -0.881132 -0.069224 -0.04 0.12 0.09 0.182
S -2.988134 -1.429350 -0.923624 0.01 -0.01 0.15 -0.254
H -5.536562 1.938479 1.194114 0.01 0.00 -0.01 0.407
H -7.411226 0.460036 1.958557 0.00 0.00 0.00 0.400
H -7.278637 -1.990729 1.339726 0.00 0.00 0.00 0.367
H -5.319778 -2.767969 0.051320 0.00 0.00 0.01 0.418
C 0.578525 -1.538752 3.761606 0.05 0.03 0.02 -1.204
As 0.329007 -1.885435 1.855599 -0.14 0.15 -0.09 1.253
C -0.870951 -3.421664 2.059015 -0.03 -0.06 0.03 -1.265
C 2.130771 -2.636474 1.530301 0.03 0.01 -0.04 -2.395
C 2.473348 -3.541966 0.326809 0.01 0.02 -0.04 3.669
C 3.968940 -3.865321 0.473460 -0.01 -0.02 -0.01 -2.251
C 2.299257 -2.851628 -1.037422 0.01 0.02 0.02 -1.656
As 0.560481 -2.122693 -1.656077 0.02 0.02 0.01 1.017
C -0.493297 -3.749236 -1.971633 -0.02 0.01 -0.01 -1.218
C 1.135644 -1.964960 -3.530638 -0.01 -0.01 0.01 -1.365
C 1.632719 -4.823572 0.414863 -0.06 -0.04 0.03 -1.501
As 1.903939 -6.493220 -0.619119 -0.01 -0.01 -0.02 0.410
C 3.477381 -7.236078 0.297880 0.00 -0.01 0.00 -1.170
C 2.830301 -6.012772 -2.287349 0.02 0.00 -0.01 -1.026
H 0.815060 -2.452961 4.308722 0.00 -0.02 -0.02 0.434
H -0.346600 -1.105895 4.143182 -0.01 0.00 0.00 0.270
H 1.379584 -0.810208 3.876278 -0.02 -0.02 0.02 0.270
H -0.420183 -4.257833 2.594942 0.02 0.02 0.00 0.365
H -1.246849 -3.749195 1.091424 0.00 0.00 0.02 0.156
H -1.727714 -3.050581 2.623980 0.01 0.00 0.01 0.490
H 2.435871 -3.155837 2.444567 -0.03 -0.03 0.00 0.595
H 2.745724 -1.730955 1.469741 0.01 -0.01 0.03 0.445
H 4.547418 -2.941452 0.536850 0.00 0.00 0.00 0.445
H 4.341940 -4.435903 -0.378596 -0.01 0.01 0.04 0.307
H 4.153610 -4.442898 1.382547 0.00 0.00 0.00 0.511
H 2.633916 -3.538104 -1.816813 0.01 0.05 0.00 0.293
H 2.966397 -1.982743 -1.079288 0.00 -0.01 0.03 0.373
H 0.134395 -4.576064 -2.308307 -0.02 0.02 0.00 0.301
H -1.214719 -3.499134 -2.750003 0.00 -0.02 0.00 0.544
H -1.060692 -4.041148 -1.091327 0.00 0.01 0.00 0.153
H 1.491010 -2.929725 -3.896941 0.00 0.00 -0.01 0.473
H 1.928293 -1.224594 -3.633624 -0.01 -0.02 -0.01 0.310
H 0.280023 -1.642983 -4.123966 0.01 0.00 -0.02 0.409
H 0.586972 -4.578105 0.233681 0.07 -0.01 0.03 -0.334
H 1.668882 -5.199794 1.444800 0.00 0.02 -0.01 0.635
H 3.252085 -7.351288 1.358256 0.00 0.00 0.00 0.327
H 4.365344 -6.617721 0.186529 0.00 0.00 0.00 0.319
H 3.675320 -8.224762 -0.116669 0.00 0.00 0.00 0.399
H 2.162480 -5.467699 -2.953361 0.02 -0.01 0.00 0.206
H 3.092913 -6.955066 -2.770236 0.00 0.00 0.00 0.419
H 3.739308 -5.433699 -2.130748 -0.02 -0.02 -0.01 0.266
O 2.514266 1.054183 3.112171 0.00 -0.01 0.03 -0.727
Cl 2.394541 2.066604 2.090741 0.04 0.03 0.06 1.697
O 3.662430 2.295384 1.463577 0.04 0.00 -0.01 -0.677
O 1.880446 3.280316 2.665869 0.00 0.04 0.01 -0.724
O 1.453193 1.592979 1.080052 -0.05 -0.09 0.00 -0.105
C -2.436939 4.917713 3.164562 -0.03 0.00 0.02 -1.160
C -2.818776 3.444415 3.139065 0.00 0.00 -0.06 -0.463
S -1.370178 2.399072 2.924667 0.08 0.21 0.07 0.857
O -1.875344 0.984482 2.792803 0.00 -0.09 0.02 -0.848
C -0.583558 2.513997 4.541561 0.00 0.01 -0.06 -0.403
C -1.444438 1.975180 5.669008 -0.03 0.00 0.01 -1.380
H -3.337356 5.531785 3.175885 0.00 0.00 -0.01 0.405
H -1.867791 5.180978 2.273030 0.01 0.00 0.00 0.208
H -1.845742 5.173701 4.044856 0.00 -0.01 0.00 0.333
H -3.405559 3.210792 2.246981 0.01 -0.02 0.01 0.025
H -3.375619 3.116041 4.017411 0.02 -0.01 0.01 0.540
H -0.286743 3.556913 4.662517 0.01 -0.01 0.02 0.448
H 0.336845 1.941904 4.411006 -0.02 -0.01 -0.01 0.227
H -2.227504 2.676770 5.958541 0.00 0.00 -0.01 0.325
H -0.828252 1.783176 6.547342 0.01 0.00 0.00 0.435
H -1.912937 1.036647 5.369062 0.01 0.00 0.01 0.275
```
Forces are in eV/Å.

Computed properties:
highest occupied orbital energy	-0.1518	Ha
LUMO energy	0.0785	Eh
electronic energy	-279115.6432	eV
HOMO-LUMO gap	6.2671	eV
charge	-1
largest force on an atom	0.67	eV/Å

---

Below is C32H56Br3F12N5O13 as an isolated structure in a non-equilibrium geometry, with properties calculated with ωB97M-V/def2-TZVPD.

XYZ file:
```
121
Properties=species:S:1:pos:R:3:forces:R:3:mulliken_charge:R:1
C 1.239353 0.472956 3.361918 1.03 0.12 0.38 -0.163
C 1.342681 1.880853 3.926638 -1.54 -0.05 -0.03 0.423
O 0.881465 2.834276 3.303968 0.81 -0.25 0.25 -0.656
N 1.645442 1.953349 5.247786 0.18 -0.15 0.42 -0.196
C 1.385688 3.151586 6.014142 0.55 0.70 -0.40 -0.869
H 1.783085 -0.275976 3.943580 -0.31 0.05 0.29 0.444
H 1.688756 0.387688 2.378230 -0.43 0.34 -0.26 -0.338
H 0.165609 0.298782 3.383415 0.03 -0.43 -0.30 0.190
H 1.842626 1.111329 5.754102 0.05 -0.20 -0.15 0.266
H 1.928613 3.944008 5.497361 -0.42 0.34 0.10 0.270
H 1.793152 3.134787 7.022229 0.09 -0.55 -0.03 0.351
H 0.326355 3.393486 6.087067 -0.05 0.02 -0.22 0.265
C 3.577693 -1.671815 -4.016438 0.33 0.55 -0.20 -0.668
C 3.424903 -0.698854 -5.161708 -0.50 -0.34 -0.56 0.515
O 2.480338 0.069167 -5.214341 -0.34 0.43 0.06 -0.618
N 4.318850 -0.796621 -6.179963 0.59 -0.13 0.15 -0.220
C 4.227346 -0.025365 -7.423081 -1.34 -0.79 0.92 -0.689
H 4.169442 -2.536510 -4.306923 0.10 -0.02 0.22 0.405
H 2.587844 -1.974796 -3.694996 -0.04 -0.03 0.00 0.096
H 4.043313 -1.108213 -3.204595 0.06 -0.32 0.14 0.207
H 5.154379 -1.316027 -5.970115 0.01 -0.07 -0.25 0.203
H 3.148421 0.111984 -7.541016 0.17 0.54 -0.04 0.142
H 4.476967 -0.667606 -8.263678 0.70 0.27 -0.01 0.350
H 4.729993 0.932617 -7.336161 0.16 -0.02 -0.41 0.266
C 8.600983 -0.691156 1.574724 0.81 -0.26 -0.14 -1.149
C 7.087417 -0.660363 1.590434 0.94 -0.20 0.42 0.688
O 6.432447 -1.627441 1.926209 -0.27 0.09 -0.06 -0.578
N 6.560621 0.481845 1.087553 -1.09 -0.88 -0.61 -0.159
C 5.105470 0.646232 1.039867 0.52 1.27 1.24 -0.621
H 8.830349 -1.116808 0.591912 0.29 0.49 -0.09 0.253
H 9.132943 -1.358798 2.254070 -0.89 -0.28 0.33 0.326
H 9.104410 0.260890 1.757071 -0.30 0.21 -0.57 0.341
H 7.098147 1.317292 0.976831 0.38 -0.04 0.01 0.235
H 4.745487 1.140009 0.142323 0.19 -0.09 -0.19 0.310
H 4.962872 1.313236 1.897383 -0.95 0.10 -0.20 0.343
H 4.542643 -0.251925 1.238288 0.39 -0.42 -0.13 0.009
C -0.506407 0.282379 -6.965674 -0.13 -0.33 0.26 -0.686
C -1.267250 -0.021808 -5.694605 -0.71 -1.09 0.58 0.582
O -2.362187 -0.583545 -5.727413 0.29 0.59 -0.14 -0.677
N -0.702252 0.298377 -4.505330 0.63 0.48 -0.62 0.029
C -1.342316 0.182350 -3.213378 0.40 0.28 -0.43 -0.838
H 0.568072 0.380466 -6.825275 -0.03 0.32 0.12 0.017
H -0.968307 1.173851 -7.388529 0.26 0.08 -0.16 0.242
H -0.683287 -0.554579 -7.637791 -0.10 0.07 -0.09 0.328
H 0.270083 0.571616 -4.493498 -0.04 -0.04 -0.24 0.239
H -0.545095 0.494347 -2.543166 -0.28 -0.22 0.52 0.135
H -1.694171 -0.825320 -3.017314 0.01 -0.10 0.14 0.353
H -2.164478 0.888658 -3.111065 -0.15 -0.06 -0.03 0.289
C -4.902493 4.905758 -5.078629 0.67 -0.64 0.64 -1.086
C -3.956289 5.632966 -4.133992 -0.48 1.03 -0.95 0.765
O -4.240904 6.776920 -3.791911 0.27 -0.47 0.64 -0.629
N -2.809950 4.994191 -3.804060 0.81 -0.26 0.00 -0.127
C -1.889281 5.411398 -2.738008 -2.12 0.45 0.21 -0.841
H -5.761875 4.501111 -4.539614 0.06 0.18 0.23 0.246
H -4.379804 4.030242 -5.472037 -0.26 0.17 -0.55 0.387
H -5.279942 5.613150 -5.805995 0.15 -0.10 -0.30 0.317
H -2.457876 4.273967 -4.409713 -0.47 -0.29 0.02 0.189
H -0.849713 5.365146 -3.022665 0.13 -0.06 -0.03 0.383
H -2.175624 4.816196 -1.869470 0.74 -0.19 0.14 0.161
H -2.224512 6.414826 -2.468327 0.55 0.18 -0.12 0.320
C 5.504662 -6.331593 5.273321 -0.66 0.34 -0.22 -1.084
C 4.012452 -6.160405 5.025430 0.33 0.44 1.16 -0.281
O 3.668007 -5.737760 3.707524 -0.41 -1.65 -0.81 -0.265
C 3.507472 -4.458906 3.510008 -0.22 -0.82 -0.70 0.161
O 3.866759 -3.616726 4.240910 0.42 2.16 1.46 -0.493
C 2.844578 -4.119875 2.169086 0.41 0.11 -0.29 1.013
F 3.814157 -3.764955 1.321683 0.13 -0.02 -0.28 -0.237
F 2.163176 -5.122497 1.627539 -0.18 -0.15 0.03 -0.263
F 2.036836 -3.073509 2.312992 -0.32 -0.03 0.20 -0.224
H 6.032915 -5.427105 4.978612 0.17 -0.14 -0.22 0.319
H 5.837372 -7.223363 4.750097 0.44 0.10 0.02 0.301
H 5.639665 -6.428381 6.349893 0.08 -0.28 0.00 0.341
H 3.624088 -5.397256 5.700842 -0.04 -0.12 0.09 0.342
H 3.507192 -7.100353 5.228325 -0.24 0.00 -0.35 0.348
C -2.159520 -4.556607 0.205665 0.50 -1.06 0.19 -0.889
C -2.863702 -5.697360 0.951372 -0.66 1.38 -0.78 -0.404
O -2.189908 -6.047087 2.164538 1.12 -1.15 -1.25 -0.278
C -2.809063 -5.920425 3.295887 2.52 -0.22 0.38 0.418
O -3.759880 -5.288176 3.509317 -3.45 1.62 0.68 -0.522
C -1.964969 -6.480171 4.459668 -1.62 0.10 -0.40 0.925
F -0.949565 -5.684849 4.686605 1.24 0.60 0.19 -0.242
F -2.719903 -6.515831 5.547129 -0.30 0.07 0.68 -0.263
F -1.561311 -7.699779 4.222536 0.86 -1.25 -0.30 -0.256
H -1.306412 -5.021030 -0.296172 0.26 0.47 0.12 0.306
H -1.831138 -3.773794 0.882393 -0.03 0.15 -0.09 0.169
H -2.788909 -4.161867 -0.587791 -0.22 0.11 0.16 0.393
H -2.859605 -6.551552 0.277803 -0.18 -0.32 0.44 0.267
H -3.874827 -5.371769 1.199693 -0.01 -0.36 0.02 0.377
C -7.056133 6.933248 -2.020855 -0.61 -0.10 -0.01 -1.362
C -5.893842 6.151437 -1.432076 -1.17 0.97 -0.96 0.191
O -6.382507 5.490350 -0.253206 -0.05 0.40 0.78 -0.279
C -5.487987 4.708279 0.311720 -0.01 0.20 -0.67 0.413
O -4.399175 4.527764 -0.143827 0.80 -0.65 0.36 -0.498
C -5.965663 4.102965 1.642942 -0.32 0.93 -0.11 0.794
F -7.184487 4.538416 1.938383 -0.49 -0.03 0.15 -0.257
F -5.994277 2.780243 1.647655 0.41 -0.23 -0.02 -0.229
F -5.144784 4.571521 2.587649 0.26 -0.45 0.25 -0.248
H -6.800309 7.213934 -3.040961 -0.12 -0.15 -0.08 0.364
H -7.259174 7.865956 -1.489439 0.35 -0.06 0.19 0.351
H -8.005340 6.396443 -1.960789 0.15 -0.26 -0.38 0.368
H -5.170714 6.955530 -1.294166 0.71 -0.81 0.78 0.262
H -5.510380 5.374814 -2.079972 0.08 0.15 -0.20 0.050
C -2.242549 1.618383 -0.093889 -2.09 0.29 -0.53 -1.113
C -1.205875 1.162632 0.879968 -0.61 0.29 0.37 0.253
O -0.024281 0.692188 0.216904 1.24 2.67 0.90 -0.294
C 0.151056 -0.537031 -0.120092 2.33 3.02 0.61 0.498
O -0.689436 -1.310609 -0.185688 -3.46 -4.71 -0.36 -0.378
C 1.628611 -0.778659 -0.448901 0.36 -0.69 -2.10 0.797
F 1.641152 -1.771433 -1.366280 0.12 -0.22 0.30 -0.252
F 2.212353 0.263567 -1.070191 -0.18 0.14 0.57 -0.313
F 2.384078 -1.153694 0.566051 -0.10 0.21 0.37 -0.122
H -3.082720 2.152338 0.374144 0.35 -0.22 0.67 0.269
H -2.771262 0.788594 -0.572345 0.44 -0.11 -0.20 0.270
H -2.011348 2.367916 -0.854020 0.93 -0.33 0.01 0.274
H -1.597788 0.389184 1.543657 0.01 -0.25 -0.33 -0.193
H -0.928395 1.972949 1.554355 0.60 0.03 -0.31 0.291
C -4.385707 -1.692315 4.686078 0.52 0.21 -0.98 -0.293
Br -6.233690 -1.364558 4.326753 -0.03 0.03 0.10 -0.015
Br -3.685711 -0.601765 6.101211 -0.14 -0.26 0.01 -0.015
Br -3.309421 -1.406836 3.050048 -0.28 -0.06 0.34 0.081
H -4.255163 -2.749533 4.857644 -0.02 -0.02 0.45 0.277
```
Forces are in eV/Å.

Computed properties:
highest occupied orbital energy	-0.3363	Ha
LUMO energy	0.0033	Eh
electronic energy	-310899.2020	eV
HOMO-LUMO gap	9.2396	eV
largest force on an atom	5.86	eV/Å